Entry 1:
Here is C18H37OP3SY as an isolated structure from the Open Molecules 2025 dataset. Energies are from ωB97M-V/def2-TZVPD.

Last column: Mulliken charge in e.
Element x y z (Å)
C -1.974 -1.939 1.446  -1.065
C 4.182 -0.010 2.301  -1.294
H 0.013 -4.528 -0.981  0.506
H -1.705 -2.996 1.545  0.390
C 1.945 -3.042 1.476  0.446
H -2.718 -1.674 2.211  0.523
H -0.159 -2.514 3.493  0.472
C 3.735 2.174 0.518  -1.202
H 3.696 -2.655 -1.300  0.346
H -2.392 -1.774 0.446  0.086
H 1.393 1.075 3.336  0.300
H -0.665 1.513 2.163  0.319
H -4.136 -3.480 -1.710  0.433
H -1.032 2.428 -0.069  -0.199
H 0.722 -1.005 3.856  0.341
H -2.085 0.578 2.748  0.516
H 2.623 -2.375 -2.745  0.463
H -1.561 4.966 -2.878  0.400
H -3.344 4.654 -3.078  0.396
C -0.867 3.164 -0.864  -0.683
H -1.907 0.926 1.006  -0.210
H 1.361 2.524 2.292  0.300
P 2.830 0.828 1.381  0.939
P -2.125 2.798 -2.104  1.054
C -3.073 -3.219 -1.707  -0.622
H -3.437 -1.272 -2.627  0.489
H 0.120 3.020 -1.329  0.411
C -3.589 2.398 -1.143  -1.113
H 3.746 -0.832 2.890  0.334
H -2.165 3.906 -4.209  0.408
H -2.408 -5.101 -0.876  0.457
C -2.097 -4.131 -1.266  -0.574
H 4.717 0.682 2.973  0.468
H -1.756 1.454 -2.653  -0.220
C -1.337 -1.576 -2.264  0.327
Y 1.619 -1.274 -0.153  -0.196
H -4.420 3.015 -1.516  0.414
C -0.217 -1.419 3.471  -1.348
H 2.511 0.018 -2.483  0.245
H 3.010 2.967 0.279  0.357
O 2.021 -3.867 2.282  -0.087
H 3.902 -0.038 -1.222  0.482
H -1.058 -1.082 4.096  0.463
C -1.360 0.695 1.930  -0.817
P -0.492 -0.911 1.734  0.995
H 2.752 2.250 3.393  0.487
H -0.970 4.190 -0.474  0.451
H -3.758 1.328 -1.309  0.286
C -0.352 -2.541 -1.799  -0.683
C -2.327 4.220 -3.170  -1.090
C 3.053 -0.533 -1.707  -0.476
S -0.914 -0.133 -3.108  -0.053
H 0.687 -2.420 -2.141  1.049
C -0.752 -3.793 -1.290  -0.577
H 4.557 2.588 1.123  0.428
C 2.982 -1.971 -1.804  -0.777
H 4.146 1.795 -0.425  0.377
H 4.877 -0.433 1.561  0.380
C 2.012 1.759 2.739  -1.176
C -2.694 -1.959 -2.200  -0.467
H -3.367 2.589 -0.084  0.393

As for the total energy: -61030.0019 eV. Its total charge is +3.



Entry 2:
Here is C18H37OP3SeSn as an isolated structure from the Open Molecules 2025 dataset. Energies are from ωB97M-V/def2-TZVPD.

Last column: Mulliken charge in e.
Element x y z (Å)
H -3.497 -1.083 -1.585  0.447
Se 0.854 4.950 0.682  -0.022
H 1.239 1.537 4.720  0.469
H -0.315 -3.662 1.651  0.356
H -3.193 -1.009 2.827  0.404
H -1.853 0.472 -2.772  0.463
C 1.395 -2.888 -1.037  -1.151
H 2.042 -3.328 -1.810  0.479
C 2.079 1.766 2.032  -0.901
H -0.866 2.480 -3.393  0.915
O -1.524 1.472 2.140  -0.357
H 1.733 -1.496 -3.794  0.522
P 0.990 0.472 2.603  0.980
H -1.779 -4.121 2.575  0.526
H 3.061 -0.513 -0.422  0.449
C 1.003 4.058 -1.010  0.150
H 1.925 -2.898 -0.072  0.364
H 1.049 -1.892 2.057  -0.034
H -3.857 0.278 -0.390  0.469
H 3.110 -0.269 -2.194  0.552
C -3.143 -0.169 -1.091  -1.078
P -2.245 -2.331 1.033  0.823
C 2.485 -0.177 -1.294  -0.785
C -0.634 0.731 1.731  0.275
H -4.261 -1.031 1.406  0.354
H 2.214 0.879 -1.166  -0.112
C 2.396 3.302 -2.846  -0.623
H 2.646 2.128 2.901  0.548
H 2.549 -1.035 1.567  0.330
Sn -1.092 -0.389 -0.213  0.375
H 0.474 -0.225 -3.721  0.267
H 2.242 -1.396 3.280  0.534
H 1.081 -0.252 4.870  0.470
H -3.699 -3.078 -0.777  0.427
P 0.990 -1.184 -1.541  0.939
C -2.192 0.700 -1.757  -0.304
H 1.391 2.259 -4.454  0.553
C 2.267 3.961 -1.622  -0.497
H -2.236 1.771 -1.551  0.365
H 0.010 -1.954 -3.621  0.424
C 0.020 2.872 -2.892  -0.658
C 0.700 0.647 4.362  -1.336
H 2.771 1.374 1.274  0.454
C 1.278 2.759 -3.490  -0.715
H -3.478 -4.331 0.480  0.477
H 1.502 2.605 1.610  -0.123
C -2.971 -3.549 -0.105  -1.156
H 0.478 -3.492 -0.952  0.335
H -0.374 0.760 4.555  0.450
H -0.587 5.179 0.526  0.181
C 1.766 -1.109 2.331  -0.851
C -0.113 3.502 -1.659  -0.461
H -1.087 3.577 -1.175  0.475
C 0.771 -1.213 -3.342  -1.222
H 3.382 3.212 -3.307  0.493
H -0.880 -2.634 3.013  0.364
H 3.135 4.399 -1.124  0.429
H -2.180 -4.009 -0.714  0.372
H -4.172 -2.469 2.465  0.477
C -3.597 -1.643 2.027  -1.133
C -1.200 -3.274 2.177  -1.216

As for the total energy: -120312.7889 eV. Its total charge is +4.



Entry 3:
Here is C18H38BeCl5FILiN4O5 as an isolated structure from the Open Molecules 2025 dataset. Energies are from ωB97M-V/def2-TZVPD.

Last column: Mulliken charge in e.
Element x y z (Å)
H -2.592 -3.610 -1.434  0.520
H -1.212 2.880 -1.970  0.344
H 3.734 -3.468 -3.148  0.336
H -4.165 0.231 -2.945  0.164
Be -5.125 -2.623 0.021  0.030
H 1.811 0.793 -0.960  0.262
H 4.849 -5.602 -2.528  0.292
I -0.576 -2.565 -2.911  0.121
H -3.772 -1.262 -0.710  0.399
C -2.392 0.881 -1.693  -0.175
H 2.356 -4.347 -3.792  0.093
C 6.906 -0.414 1.187  0.285
H 0.692 3.779 -0.668  0.342
H 2.442 3.324 -0.402  0.291
C 3.353 -6.904 -3.359  -1.194
O -4.294 3.558 7.172  -1.019
C 1.065 1.581 -0.468  -0.824
H -2.868 2.751 5.833  0.300
C -1.111 3.851 5.948  -0.916
H 0.166 3.026 1.667  0.255
C -2.500 -2.593 -1.917  -0.239
H 3.939 -4.486 -4.586  0.351
H 2.167 -5.421 -1.630  0.321
H -4.588 -2.171 -2.590  0.244
H -1.823 2.552 4.499  0.377
C -1.595 0.995 7.433  -0.942
Cl 5.568 0.031 0.127  0.080
C -1.289 1.847 -1.586  -0.036
H -0.934 0.167 7.686  0.335
H -3.689 -3.528 -3.534  0.339
N -1.940 -0.259 -1.005  0.205
C 3.436 -4.407 -3.620  -0.956
H -1.549 4.716 5.458  0.324
H 1.144 1.433 0.666  0.301
Cl 7.952 0.997 1.453  -0.134
H -4.508 1.311 -1.552  0.366
H -0.096 -0.832 0.098  0.476
O -0.795 0.748 5.181  -0.491
H -3.268 -1.793 -3.814  0.299
H 2.270 -6.928 -3.523  0.281
O 2.711 1.547 2.317  -0.576
C 3.775 -5.587 -2.724  0.328
Cl 2.806 0.348 -2.334  -0.318
H -2.849 3.285 -5.073  0.309
N 1.722 3.025 -2.438  -0.454
C -2.656 -1.527 -0.764  -1.184
H 0.942 3.535 -2.882  0.240
C -0.661 -0.065 -0.487  -0.402
C -2.827 2.424 -4.327  -0.849
H -4.386 3.273 -3.126  0.087
O -0.064 3.759 2.228  -0.865
H 3.592 -7.742 -2.701  0.316
Cl 7.852 -1.714 0.435  -0.113
C -3.764 1.113 -2.383  -0.185
H 2.541 1.186 3.190  0.206
H 1.626 2.071 -2.798  0.189
H -2.382 -1.887 0.258  0.492
C -3.726 2.379 -3.299  -0.100
C -3.624 -2.531 -3.033  -1.059
F 5.285 -0.596 -2.454  -0.560
N -1.886 2.660 5.518  0.108
H -0.075 3.720 5.636  0.360
H -1.385 1.825 8.108  0.315
H -3.800 4.029 7.844  0.150
C -1.351 1.402 6.020  0.420
Li -3.167 4.795 -4.125  0.982
N -0.302 1.184 -0.876  0.644
H -2.635 0.685 7.547  0.318
H 3.854 -7.058 -4.318  0.355
H -1.193 3.952 7.028  0.336
C 1.510 3.050 -0.953  -0.510
H -2.042 1.632 -4.403  0.271
O 3.117 -5.435 -1.467  -0.529
Cl 6.271 -0.978 2.749  -0.128

As for the total energy: -109495.3422 eV. Its total charge is 0.



Entry 4:
Here is C18H39Cl4CsF2KLiN2NaO6P2S as an isolated structure from the Open Molecules 2025 dataset. Energies are from ωB97M-V/def2-TZVPD.

Last column: Mulliken charge in e.
Element x y z (Å)
C -2.185 -6.317 5.350  0.410
H 2.575 -0.978 -3.887  0.001
C -0.219 -6.245 6.695  -0.242
H 1.926 1.357 -1.597  0.397
H -6.349 2.592 1.293  0.284
H -6.678 0.923 -1.245  0.268
C 4.800 0.227 -0.721  -0.498
H 0.656 0.429 -5.599  -0.055
Cs 0.522 -0.474 -4.236  1.399
H 0.613 0.275 -2.099  0.863
C -6.061 1.399 -0.486  -0.064
O -4.196 3.885 0.343  -0.415
H 1.510 -1.908 -0.375  0.072
F -6.180 4.508 -0.524  -0.878
C 1.430 1.662 -3.722  0.165
H 4.819 0.619 0.293  0.407
H -3.685 4.096 -2.380  0.392
H -3.264 -4.492 5.110  0.448
O 1.011 -1.938 1.993  -0.576
H -0.447 -2.172 -1.824  0.245
C -6.933 2.174 0.474  -1.021
H -1.013 -1.920 2.231  0.349
H 4.066 -1.643 -2.717  0.063
C -1.526 -4.255 6.361  -0.382
C 1.630 0.706 -2.406  -2.305
H -2.117 3.847 -1.555  0.365
Cl 4.997 6.725 -6.519  -0.069
P 3.053 -0.618 -2.568  -0.471
C 5.877 -0.895 -0.739  -1.144
K -2.836 -0.547 1.567  1.073
C -2.407 -4.973 5.563  -0.485
H -7.406 3.012 -0.035  0.270
H 0.637 -6.742 7.131  0.364
Na 8.224 0.302 -0.851  0.917
P 1.711 -2.235 -1.734  0.391
H -0.364 -0.138 0.596  0.707
C -3.038 3.371 -1.891  -1.059
S -3.879 2.785 -0.459  0.828
H 0.257 -4.332 7.542  0.441
H 0.788 -0.402 4.185  0.410
C -0.312 0.055 1.677  -2.174
Cl 2.202 6.027 -6.266  -0.100
H -7.696 1.513 0.897  0.420
O -3.153 1.632 0.074  -0.572
H 0.547 0.704 1.842  0.420
C -0.430 -4.892 6.924  -0.678
H 1.145 3.064 -2.524  0.247
H -2.815 2.531 -2.548  0.293
C -0.162 -1.260 2.448  0.428
H 1.764 -1.368 2.185  0.368
O -5.148 2.249 -1.205  -0.175
H 3.893 0.416 -3.144  0.104
H 5.444 -1.849 -0.977  0.307
H -0.967 -0.521 4.333  0.111
H 2.487 0.641 -5.462  0.459
H -1.131 0.428 6.036  0.130
H 1.433 2.061 -5.999  0.368
H -5.509 0.603 0.032  -0.021
H 5.071 1.069 -1.360  0.390
Li 0.441 4.767 -4.725  0.943
N 1.174 2.886 -3.525  -0.263
Cl 2.972 8.681 -7.117  -0.050
H 2.428 -3.458 -1.753  0.060
C 3.403 6.985 -7.210  0.252
Cl 3.370 6.440 -8.877  -0.057
C -0.079 -1.018 3.941  -1.168
C -1.105 -6.967 5.906  -0.442
H -1.209 0.593 1.980  0.627
N 0.300 -2.360 -2.515  -0.922
F -3.048 -7.014 4.576  -0.327
H 6.423 -0.949 0.216  0.334
O -0.912 -0.304 6.624  -0.942
H -0.961 -8.024 5.723  0.404
O 3.512 -0.250 -0.919  -0.074
C 1.477 1.189 -5.296  -0.673
H -1.694 -3.197 6.543  0.468
H 6.539 -0.671 -1.607  0.268
H 0.038 -1.956 4.477  0.371

As for the total energy: -140969.1816 eV. Its total charge is +1.



Entry 5:
Here is a 3-piece molecular cluster, C18H39F9N6O6P2S overall from the Open Molecules 2025 dataset. Energies are from ωB97M-V/def2-TZVPD.

Last column: Mulliken charge in e.
Element x y z (Å)
H 0.711 1.862 4.141  0.336
H 1.111 0.748 7.808  0.480
H 3.686 1.621 6.397  0.279
P 2.456 -0.614 4.598  0.861
P 0.720 -0.150 -4.681  0.906
H 1.320 -1.829 2.303  0.371
O -7.364 0.483 -2.343  -0.545
H -0.536 -2.544 -3.491  0.437
C -3.730 1.575 0.920  0.929
H -4.345 1.831 -2.245  0.288
H 3.012 -2.043 6.921  0.322
N 1.198 -0.117 3.532  0.165
F -1.673 -1.444 0.325  -0.274
N 1.591 -0.298 -3.222  0.282
F -2.346 0.050 2.172  -0.222
H -0.566 0.652 4.421  0.268
H 3.454 -0.446 -7.191  0.392
C 4.124 1.453 5.412  -1.002
H 0.490 -3.832 -4.150  0.382
H 2.112 2.128 -6.347  0.301
H 3.057 0.980 2.284  0.286
C 2.744 -1.040 7.263  -1.168
H 2.043 1.150 -7.826  0.316
C -2.928 -0.826 -0.028  0.674
H 0.564 1.512 -6.972  0.316
C -5.019 1.854 0.033  -0.492
N 2.076 -0.266 6.224  0.152
N 0.899 -1.899 -4.935  -0.063
H -0.212 1.269 2.807  0.280
H 1.579 0.433 -1.222  0.522
N 3.113 1.028 4.428  -0.088
F -2.614 2.279 0.404  -0.284
H 3.258 -1.443 -5.793  0.280
O -6.198 2.719 -1.851  -0.318
O -8.480 1.766 -0.712  -0.576
H 0.417 -1.787 -7.022  0.330
C 0.572 -1.141 2.700  -0.742
H 3.572 0.420 -3.300  0.259
H 0.317 -3.394 -6.342  0.394
H 0.978 1.535 6.278  0.330
F -5.115 -1.602 -0.988  -0.169
H -5.468 2.769 0.571  0.416
N 1.771 0.057 -6.029  0.154
C 1.618 1.273 -6.825  -1.018
H 3.263 -0.739 -2.006  0.483
H 3.388 -1.328 -3.623  0.334
F -4.043 -3.006 0.534  -0.221
O -6.135 0.932 0.062  -0.271
H 4.620 0.551 2.987  0.357
C 0.128 -2.339 -6.125  -1.095
O 1.968 -2.070 4.685  -0.827
C 3.012 -0.484 -3.041  -1.159
F -4.495 -0.559 1.941  -0.254
C -3.886 -2.028 -0.451  0.528
C 3.138 -0.416 -6.142  -1.075
C 0.245 0.956 3.752  -0.940
H 3.841 0.231 -5.609  0.301
H 0.026 0.056 6.601  0.262
H 2.122 -1.176 8.152  0.465
H 0.119 0.776 -2.123  0.394
F -3.234 -2.686 -1.525  -0.230
F -2.675 -0.067 -1.202  -0.278
C 0.996 0.545 6.739  -1.080
F -3.988 2.184 2.186  -0.313
H 4.064 2.242 2.953  0.402
C 0.903 0.027 -1.980  -1.333
H 0.425 -0.869 -1.564  0.288
H -0.946 -2.195 -5.975  0.355
H 1.158 -2.735 -2.988  0.245
C -4.807 2.487 -1.445  -0.154
O 0.465 1.357 -4.499  -0.805
C -3.425 0.043 1.233  0.355
H 4.563 2.415 5.131  0.362
H 0.073 -0.702 1.832  0.021
H 3.669 -0.541 7.574  0.294
H -0.173 -1.714 3.265  0.305
C 0.474 -2.785 -3.836  -1.130
S -7.098 1.443 -1.232  1.090
C 3.749 1.205 3.098  -1.093
H -4.407 3.536 -1.288  0.305
H 4.931 0.720 5.504  0.365

The structure (SMILES) is O=S1(=O)OC[C@H](C(F)(F)C(F)(F)C(F)(F)C(F)(F)F)O1.CN(C)P(=O)(N(C)C)N(C)C.CN(C)P(=O)(N(C)C)N(C)C. As for the total energy: -94385.4733 eV. Its total charge is 0.



Entry 6:
Here is a 5-piece molecular cluster, C18H39NO13P overall from the Open Molecules 2025 dataset. Energies are from ωB97M-V/def2-TZVPD.

Last column: Mulliken charge in e.
Element x y z (Å)
H 6.970 -0.497 7.847  0.308
H 2.304 1.612 0.343  0.193
C -0.224 -2.930 -8.110  -1.116
N 1.434 1.536 0.858  -0.662
H 0.326 0.589 6.170  0.439
H -5.218 4.103 -5.669  0.288
C -0.934 0.788 -5.525  -0.212
H 1.939 -3.386 -3.430  0.297
H -1.228 -0.240 -5.707  -0.050
H 1.597 2.044 1.719  0.237
C -1.320 -3.224 -7.109  0.004
O 4.747 -1.521 6.856  -0.570
H 3.265 -1.022 3.465  0.174
O 4.002 -0.204 5.177  -0.315
C 1.276 -0.149 -1.531  -0.776
H 1.052 -4.465 -2.322  0.269
H -0.157 -0.607 4.927  0.354
O -3.583 2.486 -7.036  -0.383
H 2.336 0.064 -1.357  0.275
H 4.725 -0.160 8.870  0.315
H -5.346 2.501 -4.919  0.320
O 4.653 0.733 7.007  -0.360
H -4.376 1.317 4.499  0.319
H -5.287 3.034 -7.936  0.280
C -0.149 -3.398 -5.087  0.775
C 5.211 0.649 8.326  -0.205
C -1.891 1.312 4.883  0.742
H 4.750 -1.806 4.085  0.357
O -3.600 0.668 -5.692  -0.564
C 4.493 -0.441 6.380  0.787
O 0.129 -2.225 -5.103  -0.549
H 0.500 0.089 2.057  -0.115
H -1.749 -2.306 -6.707  0.081
C -3.010 1.538 -6.280  0.762
H -4.384 2.899 3.700  0.298
C 3.791 -1.368 4.354  -0.669
H 7.180 1.258 7.709  0.288
C -3.970 2.328 4.530  -0.210
H 3.189 -2.103 4.885  0.308
O -1.697 1.700 -6.338  -0.356
H -3.865 2.409 6.680  0.306
H -5.341 3.100 5.988  0.347
H 0.753 0.797 -1.714  0.302
H -6.687 3.138 -5.882  0.344
C 0.233 0.392 5.102  -0.719
H 4.944 1.598 8.789  0.289
H 0.557 -2.322 -7.658  0.298
C -5.020 2.464 -7.048  -0.193
C 6.713 0.463 8.290  -1.083
C -5.600 3.090 -5.799  -1.081
H -2.119 -3.811 -7.560  0.309
H 1.193 0.503 4.607  0.160
H -3.816 3.994 5.883  0.285
H 0.448 -2.821 -2.646  0.013
O -2.374 0.501 5.636  -0.583
H -0.638 -2.386 -8.961  0.367
H 0.743 -3.044 -0.129  0.301
C 0.957 -3.683 -3.068  -0.323
H 7.113 0.495 9.305  0.348
H 0.217 -3.859 -8.474  0.318
O 0.186 -4.261 -4.142  -0.396
H -5.360 1.436 -7.170  0.314
P 0.492 -0.906 -0.041  -0.360
C -4.262 2.999 5.855  -1.074
O 1.389 -2.359 0.086  -0.445
C 1.221 0.090 1.225  0.058
H 0.100 0.937 -5.815  0.227
O -0.857 -4.043 -6.024  -0.406
H -1.066 1.018 -4.469  0.327
O -2.564 2.280 4.253  -0.368
H 1.186 -0.790 -2.409  0.065
O -0.622 1.386 4.521  -0.301

As for the total energy: -56695.2620 eV. Its total charge is -1.